Entry 1:
{
  "formula": "C28H33ClMoN2O3S3",
  "method": "ωB97M-V/def2-TZVPD",
  "homo_energy_ev": [-7.39, -7.38],
  "de_lowest_kcal_mol": 5.43,
  "gap_ev": [7.09, 7.07],
  "elements": ["Mo", "C", "C", "S", "C", "C", "S", "H", "H", "H", "H", "H", "H", "C", "C", "N", "C", "S", "N", "C", "C", "H", "H", "H", "H", "H", "H", "H", "H", "H", "H", "H", "H", "C", "C", "C", "C", "Cl", "C", "C", "C", "O", "C", "C", "O", "O", "H", "H", "H", "H", "H", "H", "H", "H", "C", "C", "C", "C", "C", "C", "C", "C", "C", "C", "H", "H", "H", "H", "H", "H", "H"],
  "xyz": [[1.49713, -0.97245, -0.27912], [3.06002, -4.84995, 1.89244], [2.97513, -3.50173, 1.24212], [1.35075, -3.00049, 0.74793], [4.00196, -2.68557, 0.98990], [5.44406, -2.95406, 1.30545], [3.69627, -1.14353, 0.16595], [2.19377, -5.01981, 2.53226], [3.96239, -4.95116, 2.49318], [3.06780, -5.63890, 1.13795], [5.55591, -3.59673, 2.17751], [5.96851, -2.01834, 1.49677], [5.93816, -3.44113, 0.46179], [-3.29313, 0.54383, -1.33074], [-2.49625, 1.79260, -1.68038], [-1.06757, 1.53419, -1.77203], [-0.08368, 1.94272, -0.96598], [1.52122, 1.44934, -1.33592], [-0.35923, 2.76226, 0.04409], [0.59950, 3.33516, 0.98581], [0.07519, 4.66883, 1.48553], [-4.34179, 0.79915, -1.17514], [-2.89908, 0.07932, -0.43039], [-3.23547, -0.18620, -2.13838], [-2.68609, 2.57566, -0.94396], [-2.82230, 2.20132, -2.64044], [-0.76570, 0.86041, -2.46096], [-1.32731, 2.95460, 0.23926], [1.54775, 3.44551, 0.46433], [0.75300, 2.64149, 1.81094], [-0.09764, 5.36113, 0.66137], [0.80096, 5.11498, 2.16223], [-0.85672, 4.54262, 2.04173], [-3.21496, -0.22163, 4.82966], [-3.79880, 0.72512, 3.81643], [-5.16763, 0.96790, 3.81270], [-5.72666, 1.91299, 2.97143], [-7.44170, 2.18208, 2.99993], [-4.92758, 2.66735, 2.13189], [-3.56695, 2.41893, 2.11262], [-3.00261, 1.43415, 2.91260], [-1.63767, 1.25454, 2.83856], [-1.19093, -0.09056, 2.62543], [-0.29509, -0.18105, 1.40098], [-0.69222, -0.77698, 0.37104], [0.88335, 0.26780, 1.45757], [-3.86095, -0.26694, 5.70457], [-2.23093, 0.11498, 5.15077], [-3.11261, -1.23556, 4.44068], [-5.80471, 0.42887, 4.50023], [-5.36025, 3.43448, 1.50694], [-2.92298, 3.02075, 1.48886], [-2.03828, -0.76119, 2.47786], [-0.60233, -0.41618, 3.48708], [3.91409, -0.18914, -5.61795], [4.24159, 0.21859, -4.30920], [3.48471, -0.18730, -3.24700], [2.35842, -1.02542, -3.42146], [1.55233, -1.47481, -2.32630], [0.51460, -2.34250, -2.59270], [0.19617, -2.75614, -3.90799], [0.94294, -2.31227, -4.95537], [2.04572, -1.44605, -4.73696], [2.84034, -1.00538, -5.82237], [4.51775, 0.13966, -6.45290], [5.10026, 0.85547, -4.14503], [3.75557, 0.12347, -2.24566], [-0.09668, -2.73192, -1.78194], [-0.63292, -3.43259, -4.07033], [0.71793, -2.62295, -5.96790], [2.58215, -1.33564, -6.82188]],
  "forces_ev_per_a": [[0.2, -0.2, -0.3], [0.0, 0.0, 0.0], [0.0, 0.1, -0.1], [0.1, 0.0, 0.0], [-0.1, 0.0, -0.2], [0.0, 0.0, 0.0], [-0.1, 0.3, 0.3], [0.0, 0.0, 0.0], [0.0, 0.0, 0.0], [0.0, 0.0, 0.0], [0.0, 0.0, 0.0], [0.0, 0.0, 0.0], [0.0, 0.0, 0.0], [0.0, 0.1, 0.0], [-0.1, 0.1, 0.0], [0.0, -0.1, 0.0], [0.0, 0.1, -0.1], [0.2, 0.0, 0.2], [0.0, -0.1, -0.1], [0.0, 0.0, 0.0], [0.0, -0.1, 0.0], [0.0, 0.0, 0.0], [0.0, 0.0, 0.1], [0.0, 0.0, 0.0], [0.0, -0.1, -0.1], [0.0, 0.0, 0.0], [0.0, 0.0, 0.0], [0.0, 0.0, 0.0], [0.0, 0.0, 0.0], [0.0, 0.0, 0.0], [0.0, 0.0, 0.0], [0.0, 0.0, 0.0], [0.0, 0.0, 0.0], [0.0, 0.0, 0.0], [0.1, 0.0, 0.0], [0.0, 0.0, 0.0], [0.0, 0.0, 0.0], [0.0, 0.0, 0.0], [0.0, 0.0, 0.0], [0.1, 0.0, 0.0], [0.0, 0.0, 0.0], [0.0, 0.0, -0.1], [-0.1, 0.0, 0.0], [-0.1, 0.2, 0.3], [0.0, -0.1, -0.2], [0.1, -0.1, 0.1], [0.0, 0.0, 0.0], [0.0, 0.0, 0.0], [0.0, 0.0, 0.0], [0.0, 0.0, 0.0], [0.0, 0.0, 0.0], [0.0, 0.0, -0.1], [0.1, 0.1, 0.0], [-0.1, 0.0, 0.0], [0.0, 0.0, 0.0], [0.0, 0.0, 0.0], [0.0, 0.0, 0.1], [0.0, -0.1, 0.0], [-0.1, -0.2, 0.0], [-0.2, 0.1, 0.1], [0.0, 0.0, 0.0], [0.0, 0.0, 0.0], [0.0, 0.0, 0.0], [0.0, 0.0, 0.0], [0.0, 0.0, 0.0], [0.0, 0.0, 0.0], [0.0, 0.0, -0.1], [0.0, 0.0, 0.0], [0.0, 0.0, 0.0], [0.0, 0.0, 0.0], [0.0, 0.0, 0.0]]
}

=====

Entry 2:
{
  "formula": "C28H33F5N4O4",
  "method": "ωB97M-V/def2-TZVPD",
  "homo_energy_ev": -8.79,
  "smiles": "CCO[C@](C)(C#N)[C@@](C#N)(COc1ccccc1)C(F)(F)c1cccc(C(F)(F)F)c1.CNC(C)=O.CNC(C)=O",
  "gap_ev": 9.14,
  "elements": ["C", "C", "O", "C", "C", "C", "N", "C", "C", "N", "C", "O", "C", "C", "C", "C", "C", "C", "C", "F", "F", "C", "C", "C", "C", "C", "C", "F", "F", "F", "C", "H", "H", "H", "H", "H", "H", "H", "H", "H", "H", "H", "H", "H", "H", "H", "H", "H", "H", "H", "C", "C", "O", "N", "C", "H", "H", "H", "H", "H", "H", "H", "C", "C", "O", "N", "C", "H", "H", "H", "H", "H", "H", "H"],
  "xyz": [[1.31370, -1.14013, -2.12214], [0.03487, -1.14640, -1.28327], [-1.01670, -0.62793, -2.10028], [-2.26138, -0.35964, -1.48663], [-2.44187, -1.02469, -0.11580], [-3.24268, -1.04599, -2.36279], [-3.91953, -1.66722, -3.04952], [-2.49240, 1.21884, -1.40293], [-3.10255, 1.54895, -0.10301], [-3.60932, 1.81134, 0.89277], [-1.13152, 1.96082, -1.34983], [-0.58784, 2.11515, -2.64221], [0.68028, 2.63823, -2.67225], [1.03130, 3.78440, -1.96819], [2.32254, 4.28167, -2.05387], [3.27290, 3.64157, -2.83698], [2.91039, 2.50492, -3.54942], [1.61966, 2.01020, -3.47677], [-3.38165, 1.86382, -2.52356], [-2.94226, 1.43371, -3.72589], [-3.12746, 3.21550, -2.45800], [-4.88643, 1.71995, -2.44121], [-5.57093, 0.87383, -3.30333], [-6.95296, 0.77477, -3.24088], [-7.67437, 1.53339, -2.33489], [-6.98975, 2.40051, -1.49213], [-7.76139, 3.27333, -0.54748], [-8.16415, 4.40888, -1.16386], [-8.87502, 2.67312, -0.09839], [-7.04320, 3.65115, 0.51582], [-5.61244, 2.49774, -1.54389], [1.90526, -2.03028, -1.91608], [1.08327, -1.04802, -3.17978], [1.93514, -0.29455, -1.82864], [0.21506, -0.55738, -0.38942], [-0.17033, -2.18036, -0.99379], [-2.20592, -2.08366, -0.19776], [-1.80522, -0.58406, 0.64754], [-3.48417, -0.96608, 0.18851], [-1.30864, 2.94250, -0.90860], [-0.43638, 1.44312, -0.68273], [0.29622, 4.29596, -1.36135], [2.58224, 5.17948, -1.50968], [4.28159, 4.02579, -2.88943], [3.64796, 2.00389, -4.16184], [1.31639, 1.14034, -4.04135], [-5.04642, 0.28201, -4.03608], [-7.48978, 0.12048, -3.91308], [-8.75168, 1.45762, -2.29575], [-5.09182, 3.18626, -0.89494], [4.24322, -0.76103, 1.89634], [2.96634, -1.32150, 1.33245], [2.02524, -0.61522, 0.99565], [2.88593, -2.67381, 1.20321], [3.88985, -3.65840, 1.55230], [4.15348, 0.32093, 1.92757], [4.43299, -1.14099, 2.90409], [5.09162, -1.02720, 1.26448], [2.01240, -2.99595, 0.81809], [4.18021, -4.23649, 0.67281], [3.49384, -4.35013, 2.30067], [4.76886, -3.16912, 1.96073], [5.60993, -2.08407, 6.68337], [5.50591, -2.74974, 5.33278], [5.67155, -2.12488, 4.29356], [5.22028, -4.07502, 5.30654], [4.99283, -4.96753, 6.42769], [5.84132, -1.03527, 6.52825], [4.66854, -2.16198, 7.22809], [6.40317, -2.53718, 7.27865], [5.16756, -4.45946, 4.37652], [5.72425, -5.77680, 6.42159], [3.99514, -5.40458, 6.36746], [5.07899, -4.42986, 7.36524]],
  "forces_ev_per_a": [[0.0, 0.4, 0.5], [0.7, -0.3, -0.4], [-0.2, 0.2, 0.2], [-0.1, -0.2, -0.1], [0.0, -0.3, 0.0], [0.1, 0.1, -0.3], [0.0, -0.1, 0.1], [0.3, 0.0, 0.2], [-0.4, 0.0, -0.1], [0.2, 0.0, 0.0], [0.2, 0.4, -0.1], [0.0, -0.3, 0.1], [0.2, 0.2, 0.0], [-0.1, 0.0, 0.1], [0.1, -0.1, -0.1], [-0.1, 0.0, 0.1], [0.1, 0.2, 0.0], [-0.1, -0.1, -0.1], [-0.1, 0.4, 0.0], [0.0, -0.1, 0.1], [0.1, -0.1, 0.0], [-0.3, -0.3, -0.1], [0.0, -0.1, -0.2], [-0.2, 0.2, 0.1], [0.2, 0.0, 0.0], [-0.1, -0.1, 0.1], [-0.1, 0.3, -0.2], [0.0, 0.0, 0.0], [0.0, -0.1, 0.1], [0.1, -0.1, 0.1], [0.3, 0.1, 0.0], [0.0, -0.1, -0.2], [0.0, -0.2, -0.1], [0.0, 0.1, -0.1], [-0.2, 0.0, 0.1], [-0.3, 0.1, 0.1], [0.1, 0.0, -0.1], [0.0, 0.1, 0.0], [0.0, 0.2, 0.1], [-0.1, 0.0, 0.0], [0.0, -0.2, -0.1], [0.0, 0.0, 0.0], [0.0, 0.0, 0.0], [0.0, 0.0, 0.0], [0.0, 0.0, -0.1], [0.0, 0.0, 0.0], [0.1, 0.0, 0.0], [0.1, -0.1, 0.0], [0.0, 0.0, 0.1], [-0.1, 0.0, 0.1], [-0.1, 0.1, 0.1], [0.0, 0.0, 0.0], [0.0, 0.0, 0.1], [0.1, 0.0, 0.0], [-0.2, 0.0, -0.1], [0.0, 0.0, 0.0], [0.0, 0.1, -0.2], [0.0, 0.0, 0.1], [0.0, 0.0, 0.0], [0.1, 0.0, 0.0], [0.1, 0.0, 0.0], [0.0, 0.0, 0.0], [0.0, 0.0, 0.0], [0.0, 0.1, 0.0], [0.1, -0.2, 0.2], [0.0, 0.0, 0.1], [0.0, 0.0, -0.3], [0.0, 0.0, 0.0], [0.0, 0.0, 0.1], [0.0, 0.0, 0.1], [0.0, 0.0, 0.0], [0.0, 0.0, 0.1], [0.0, 0.0, 0.1], [0.0, 0.0, 0.0]]
}

=====

Entry 3:
{
  "formula": "C28H33GeN3O3PbTe",
  "method": "ωB97M-V/def2-TZVPD",
  "homo_energy_ev": -0.92,
  "de_lowest_kcal_mol": 34.87,
  "gap_ev": 5.25,
  "total_charge": -2,
  "elements": ["Pb", "O", "C", "C", "C", "C", "C", "C", "C", "O", "N", "N", "C", "C", "C", "C", "C", "C", "C", "O", "H", "H", "H", "H", "H", "H", "H", "H", "H", "H", "N", "C", "H", "C", "C", "C", "C", "C", "C", "Te", "C", "C", "C", "H", "H", "H", "H", "H", "H", "H", "H", "H", "H", "H", "C", "Ge", "C", "C", "C", "H", "H", "H", "H", "H", "H", "H", "H", "H", "H", "H"],
  "xyz": [[-0.63202, -0.56308, -0.64257], [4.48427, -0.75340, -1.69321], [4.69880, 0.53131, -1.98974], [5.86017, 0.88574, -2.68606], [6.09992, 2.20528, -3.02603], [5.18466, 3.19806, -2.68421], [4.04007, 2.84765, -1.98095], [3.77978, 1.53064, -1.61618], [2.55644, 1.13639, -0.82371], [2.38336, -0.11656, -0.62883], [1.80955, 2.12713, -0.40803], [0.65835, 1.68143, 0.25830], [0.20481, 2.50113, 1.11538], [-0.98960, 2.32852, 1.95372], [-1.35776, 3.45612, 2.69933], [-2.42001, 3.47071, 3.58272], [-3.13582, 2.28075, 3.75770], [-2.79165, 1.14713, 3.06016], [-1.73216, 1.11207, 2.10552], [-1.52753, 0.00618, 1.47290], [3.58247, -0.73626, -1.21039], [6.55457, 0.09877, -2.95522], [7.00691, 2.46282, -3.56288], [5.36162, 4.22881, -2.96591], [3.31410, 3.59566, -1.68546], [0.76592, 3.42948, 1.27282], [-0.77075, 4.35986, 2.55921], [-2.68461, 4.37102, 4.12344], [-3.97257, 2.24959, 4.44851], [-3.34796, 0.22656, 3.19239], [0.64048, 1.34898, -3.30396], [0.12706, 0.29833, -3.23025], [1.08443, 2.11627, -2.82210], [-8.65317, -0.62222, 1.35812], [-7.29092, -0.34179, 0.77507], [-6.74086, 0.92917, 0.80154], [-5.51658, 1.21951, 0.19392], [-4.96911, 2.61802, 0.30794], [-4.82546, 0.20910, -0.49571], [-3.17174, 0.71228, -1.73336], [-5.32672, -1.10682, -0.43936], [-4.55765, -2.26214, -1.01807], [-6.54730, -1.35464, 0.18181], [-9.05476, 0.26299, 1.85479], [-8.61793, -1.43478, 2.08891], [-9.36079, -0.91717, 0.57811], [-7.27697, 1.72932, 1.30623], [-5.52041, 3.18331, 1.06311], [-5.03090, 3.14723, -0.64670], [-3.91422, 2.59609, 0.58847], [-3.58257, -2.34563, -0.53352], [-4.36294, -2.11216, -2.08194], [-5.10172, -3.19926, -0.87694], [-6.93055, -2.37236, 0.19547], [0.50865, -2.24776, 2.89794], [-0.81779, -3.28027, 1.89966], [-0.36576, -5.16467, 2.31630], [-2.54992, -2.97035, 2.75382], [-0.84806, -2.93996, 0.02086], [0.43820, -2.47497, 3.96542], [0.31989, -1.18260, 2.74974], [1.52393, -2.46741, 2.55720], [-0.40362, -5.35564, 3.39451], [0.64451, -5.39150, 1.96247], [-1.05890, -5.84783, 1.81719], [-2.52548, -3.27352, 3.80447], [-3.35252, -3.51310, 2.24676], [-2.76392, -1.90206, 2.69362], [-1.73222, -3.41593, -0.41820], [0.03520, -3.38951, -0.45057]],
  "forces_ev_per_a": [[0.1, -0.4, 0.6], [0.4, 0.0, -0.2], [0.0, -0.1, -0.1], [0.0, 0.0, 0.0], [-0.1, 0.0, 0.0], [0.0, -0.1, 0.0], [0.0, 0.0, 0.0], [-0.1, 0.0, 0.1], [0.2, -0.2, 0.0], [-0.2, 0.2, 0.1], [-0.3, 0.0, 0.0], [0.3, 0.0, 0.0], [-0.2, 0.1, 0.2], [0.2, 0.0, -0.1], [0.0, 0.0, 0.0], [0.0, -0.1, 0.0], [0.1, 0.1, 0.0], [0.0, 0.0, 0.0], [-0.2, 0.0, 0.0], [0.3, 0.1, -0.1], [-0.2, 0.0, 0.1], [0.0, 0.0, 0.0], [0.0, 0.0, 0.0], [0.0, 0.0, 0.0], [0.0, 0.0, 0.0], [-0.1, 0.1, 0.0], [0.0, 0.0, 0.0], [0.0, 0.0, 0.0], [0.0, 0.0, 0.0], [0.0, 0.0, 0.0], [0.0, 0.1, 0.3], [0.1, 0.0, -0.8], [0.0, 0.0, 0.1], [0.1, 0.0, 0.0], [0.0, 0.0, 0.0], [0.1, 0.0, 0.0], [0.0, -0.1, 0.0], [0.0, 0.0, 0.0], [-0.1, 0.1, 0.0], [-0.4, 0.0, -0.1], [0.0, 0.0, 0.0], [-0.1, 0.1, 0.0], [0.0, 0.0, 0.0], [0.0, 0.0, 0.0], [0.0, 0.0, 0.0], [0.0, 0.0, 0.0], [0.0, 0.0, 0.0], [0.0, 0.0, 0.0], [0.0, 0.0, 0.0], [0.0, 0.0, 0.0], [0.0, 0.0, 0.0], [0.0, 0.0, 0.0], [0.0, 0.0, 0.0], [0.0, 0.0, 0.0], [0.1, 0.2, 0.0], [0.0, -0.1, 0.2], [0.1, -0.2, 0.0], [-0.2, 0.1, 0.0], [-0.1, 0.1, -0.1], [0.0, 0.0, 0.0], [0.0, 0.0, 0.0], [0.0, 0.0, 0.0], [0.0, 0.0, 0.0], [0.0, 0.0, 0.0], [0.0, 0.0, 0.0], [0.0, 0.0, 0.0], [0.0, 0.0, 0.0], [0.0, -0.1, 0.0], [0.0, 0.0, 0.0], [0.0, 0.1, 0.0]]
}

=====

We obtain electronic energy values of -85579.977, -57309.065, -109241.577 eV for the records listed above, in that order.